1.
162
Properties=species:S:1:pos:R:3 method="wB97M-V/def2-TZVPD" lumo_energy_ev=0.6 e_homo_ev=-8.17 total_energy_ha=-2855.4148 fmax_ha_per_bohr=0.047 homo_lumo_gap_ev=8.730 multiplicity=1
C -1.8553 2.8122 0.5912
O -2.9683 3.1828 -0.1503
C -3.7043 2.0675 -0.6173
C -4.5690 2.5083 -1.7873
N -5.3340 3.6857 -1.3992
C -6.2733 4.0697 -2.4662
C -6.8187 5.4763 -2.2184
O -7.2370 5.7450 -0.8959
C -8.4239 5.0354 -0.5573
H -1.4578 3.6437 1.1913
H -1.0062 2.4822 -0.0122
H -2.0873 2.1398 1.4309
H -4.2706 1.5309 0.1540
H -2.9595 1.3241 -0.9548
H -5.2489 1.6984 -2.0544
H -3.8623 2.6700 -2.6176
H -4.6794 4.4613 -1.3505
H -7.1246 3.3911 -2.4918
H -5.7157 4.1448 -3.4090
H -7.6054 5.7230 -2.9471
H -6.0671 6.2494 -2.4172
H -9.2359 5.3469 -1.2209
H -8.6366 5.2668 0.4826
H -8.2625 3.9580 -0.6475
C -5.6662 -4.2337 -1.1671
O -4.7050 -3.5524 -0.4030
C -4.2063 -2.3809 -1.0235
C -3.4472 -1.6427 0.0554
N -4.3337 -1.1163 1.1059
C -3.8527 -1.4944 2.4527
C -4.8051 -1.0113 3.5252
O -6.0363 -1.6822 3.4040
C -6.9950 -1.2515 4.3363
H -5.7735 -5.2542 -0.7962
H -5.3525 -4.3756 -2.2100
H -6.6352 -3.7274 -1.1339
H -5.0540 -1.7730 -1.3795
H -3.5777 -2.4715 -1.9125
H -2.9644 -0.7964 -0.4460
H -2.6897 -2.3105 0.4713
H -5.1932 -1.6511 1.0078
H -2.8801 -1.0426 2.6455
H -3.8760 -2.5942 2.4695
H -4.9668 0.0577 3.3197
H -4.3436 -1.2023 4.5009
H -6.5209 -1.1316 5.3191
H -7.7593 -2.0250 4.3912
H -7.4955 -0.3029 4.1087
C -4.0520 1.4023 -8.7460
O -4.0537 2.4740 -7.8088
C -3.3635 2.1874 -6.5927
C -3.9230 1.0435 -5.7621
N -2.9752 -0.0306 -5.5339
C -1.8122 0.3641 -4.7603
C -1.0419 -0.8454 -4.2953
O -1.9548 -1.6798 -3.5804
C -1.6113 -3.0422 -3.5653
H -3.0244 1.1185 -8.9987
H -4.5341 1.8233 -9.6250
H -4.5765 0.5233 -8.3672
H -3.5305 3.1321 -6.0556
H -2.2817 2.2733 -6.7524
H -4.7804 0.6353 -6.2952
H -4.2584 1.4814 -4.8087
H -3.3897 -0.8037 -5.0292
H -2.1610 0.9445 -3.8827
H -1.1308 1.0187 -5.3081
H -0.1888 -0.6384 -3.6450
H -0.6936 -1.3945 -5.1801
H -1.1165 -3.4103 -4.4692
H -2.3758 -3.7221 -3.2017
H -0.7986 -3.1750 -2.8252
C 6.5493 5.9968 4.5252
O 5.5236 5.7707 3.5671
C 5.9672 5.0997 2.3921
C 4.7233 4.6850 1.6316
N 4.0165 3.6396 2.3455
C 2.8366 3.1557 1.6502
C 2.0842 2.1951 2.5473
O 0.9960 1.6394 1.8456
C 0.3031 0.6754 2.6307
H 7.1427 6.8660 4.2201
H 7.1987 5.1202 4.5860
H 6.0397 6.2173 5.4587
H 6.5873 4.2477 2.6885
H 6.5421 5.8075 1.7812
H 5.0888 4.2381 0.7016
H 4.1943 5.6120 1.3750
H 3.8058 3.9783 3.2780
H 3.1119 2.5636 0.7684
H 2.2383 3.9987 1.2794
H 1.7482 2.6671 3.4793
H 2.8022 1.4063 2.8119
H 0.1277 1.0208 3.6546
H 0.9778 -0.1825 2.7553
H -0.5967 0.4126 2.0882
C 4.3074 -0.4006 1.3263
C 5.5202 -0.4018 0.4133
C 5.0068 -0.9629 -0.9393
C 5.9465 -0.6904 -2.1240
C 6.3716 0.7837 -2.1922
C 6.8310 1.3841 -0.8646
N 5.8669 1.0098 0.1655
O 6.2259 1.6042 1.4132
C 8.2660 0.9323 -0.5805
C 6.8078 2.9154 -1.0101
C 6.6484 -1.2977 0.9391
H 3.7100 -1.3123 1.2381
H 3.6177 0.4145 1.1027
H 4.5643 -0.3268 2.3883
H 4.9132 -2.0488 -0.8731
H 4.0471 -0.4766 -1.1291
H 5.4703 -0.9482 -3.0697
H 6.8137 -1.3436 -1.9931
H 5.5696 1.3748 -2.6420
H 7.1975 0.7820 -2.9111
H 8.3784 -0.1403 -0.7347
H 9.0188 1.4115 -1.2096
H 8.5379 1.1558 0.4543
H 7.2540 3.3682 -0.1285
H 7.3489 3.1476 -1.9307
H 5.7938 3.2701 -1.2010
H 7.3172 -0.7731 1.6158
H 7.1712 -1.8063 0.1295
H 6.1875 -2.1410 1.4675
H 5.4495 2.1383 1.6262
C 2.5742 -6.6732 2.0761
C 2.0580 -5.2392 2.1661
C 1.4208 -4.8860 0.7935
C 0.5284 -3.6787 0.9438
C -0.6308 -3.9391 1.8941
C -0.1075 -4.2533 3.3128
N 1.0334 -5.1849 3.1981
O 1.5216 -5.5226 4.4786
C 0.3006 -2.9838 4.0413
C -1.2378 -4.9846 4.0369
C 3.2291 -4.2971 2.4371
H 3.1713 -6.8804 1.1826
H 1.7879 -7.4286 2.0848
H 3.2466 -6.8873 2.9124
H 2.2969 -4.5180 0.2536
H 0.8813 -5.7294 0.3728
H 0.1221 -3.3531 -0.0259
H 1.0533 -2.7547 1.2117
H -1.2055 -4.7954 1.5289
H -1.3193 -3.0968 1.9159
H -0.4593 -2.1983 3.9979
H 0.4469 -3.1896 5.1071
H 1.2492 -2.5500 3.7151
H -2.2153 -4.5724 3.7731
H -1.2473 -6.0500 3.8186
H -1.1577 -4.8744 5.1228
H 3.5547 -4.2700 3.4826
H 2.9868 -3.2563 2.1884
H 4.1639 -4.4379 1.8847
H 2.1489 -4.8227 4.7140
C 0.0114 -0.3765 -0.6176
O 1.3388 -0.4641 -0.1463
H -0.6752 -0.5590 0.2187
H -0.2566 0.6360 -0.9413
H -0.1798 -1.0676 -1.4347
H 1.5604 0.3591 0.3059

=====

2.
176
Properties=species:S:1:pos:R:3 method="wB97M-V/def2-TZVPD" lumo_energy_ev=0.2 e_homo_ev=-8.31 total_energy_ha=-3514.0466 fmax_ha_per_bohr=0.108 relative_energy_kj_mol=289.8 homo_lumo_gap_ev=8.487 multiplicity=1
C 21.4908 11.2555 14.8377
O 22.0684 12.1970 14.2777
N 21.2676 10.0124 14.1584
N 21.1358 11.2354 16.2335
H 21.2824 9.9765 13.1564
H 20.6243 9.4499 14.6950
H 21.5135 11.9820 16.7329
H 20.2358 10.9320 16.4589
C 7.4189 17.1061 12.6958
O 7.7510 16.9720 13.8265
N 8.0657 16.7613 11.5521
N 6.1337 17.5091 12.3499
H 7.5055 16.8513 10.7331
H 9.0641 16.7491 11.4414
H 5.9146 18.0247 11.5352
H 5.7266 17.9584 13.1794
C 10.3678 13.0246 12.8502
O 11.1389 12.0548 12.7931
N 9.9625 13.6904 11.7260
N 9.9309 13.4362 14.1205
H 8.9529 13.8507 11.6813
H 10.1944 13.1421 10.9125
H 9.9655 12.7606 14.8600
H 9.3673 14.2799 14.1849
C 20.1417 13.9414 18.4414
O 21.3442 13.6752 17.9501
N 19.5159 15.1934 18.3719
N 19.3004 12.9250 18.9302
H 18.7509 15.4220 18.9852
H 20.0081 16.0437 18.0429
H 19.6745 12.0028 19.0053
H 18.5113 13.2801 19.4994
C 17.0538 10.1620 17.4934
O 18.1856 10.4389 17.0734
N 16.6902 8.9372 17.9784
N 16.0301 11.1365 17.5446
H 17.2979 8.1366 17.9016
H 15.8857 8.8579 18.5550
H 16.4075 12.0617 17.3758
H 15.1453 11.0972 18.0109
C 21.6833 15.5273 13.7626
O 20.9126 16.4884 13.4601
N 22.1196 15.2654 15.0448
N 21.9997 14.5792 12.8161
H 22.3629 14.2850 15.1779
H 21.8355 15.8440 15.7865
H 22.2661 13.6539 13.0108
H 22.0073 14.9004 11.8696
C 15.8428 14.9067 19.8805
O 17.0705 14.7481 19.6639
N 15.4522 15.3324 21.1827
N 14.9485 14.5994 18.9718
H 16.2859 15.6194 21.6507
H 14.8393 16.1311 21.0863
H 15.2108 14.6008 17.9807
H 13.9837 14.7958 19.1732
C 15.3077 20.6473 13.1886
C 14.0757 20.9628 14.1814
C 14.4991 22.0963 15.1903
C 14.3488 23.4177 14.5962
C 12.9667 23.6078 14.0445
C 12.4892 22.5957 13.0027
N 12.7550 21.2805 13.6759
O 12.2540 20.1701 12.8788
C 10.9849 22.6151 12.8865
C 13.1951 22.8678 11.6729
C 13.9149 19.7539 15.1032
H 15.7452 21.6193 12.8428
H 15.0274 19.9769 12.3450
H 16.1308 20.1656 13.7491
H 13.8357 22.0373 16.0283
H 15.4777 21.9045 15.5751
H 14.9572 23.5213 13.6945
H 14.5693 24.2576 15.3059
H 12.8042 24.6149 13.6125
H 12.3099 23.5866 14.8788
H 10.7566 21.7561 12.2649
H 10.5840 22.3411 13.8765
H 10.5969 23.5355 12.4073
H 12.9380 23.8488 11.1932
H 14.2425 22.7125 11.8438
H 12.8658 22.0898 10.9806
H 14.8781 19.5464 15.7044
H 13.7068 18.8772 14.4916
H 13.0831 19.8707 15.8277
H 12.5299 20.2517 11.9529
C 13.8188 16.2930 15.4706
C 14.3739 15.3689 14.4222
C 14.9349 16.1982 13.2740
C 16.3007 16.8050 13.6152
C 17.2735 15.6761 13.8195
C 16.8184 14.9807 15.1503
N 15.4762 14.4624 14.8801
O 15.0195 13.8262 16.1782
C 17.7564 13.6898 15.2119
C 17.0665 15.7671 16.3587
C 13.2691 14.5181 13.9022
H 13.2319 15.6808 16.2377
H 13.1374 16.9797 15.0102
H 14.5458 16.9808 15.9068
H 15.0699 15.4942 12.4500
H 14.1258 16.8944 12.9879
H 16.2581 17.5580 14.4114
H 16.6162 17.3065 12.7017
H 18.3389 16.0147 13.9502
H 17.1738 14.9714 12.9874
H 17.8888 13.3005 16.2055
H 17.4813 12.9316 14.4951
H 18.7983 13.7899 14.9390
H 16.9890 15.1279 17.2727
H 18.1200 16.1141 16.1901
H 16.4113 16.6396 16.4706
H 12.5615 15.1133 13.3903
H 12.7584 14.0049 14.6963
H 13.6336 13.7049 13.2741
H 14.9209 12.9371 15.9527
C 19.2843 20.1793 18.1214
C 17.7806 20.1557 18.2484
C 17.4480 18.7708 18.6752
C 16.0491 18.6191 19.1399
C 15.8179 19.5261 20.3526
C 16.0729 21.0116 19.9895
N 17.4079 21.1515 19.2683
O 17.5466 22.3911 18.5820
C 14.8834 21.5408 19.1906
C 16.1003 21.7288 21.4286
C 17.1677 20.4469 16.9113
H 19.6570 21.0796 17.7094
H 19.5781 20.0378 19.1233
H 19.6183 19.3545 17.5266
H 17.7206 18.0673 17.7955
H 18.0641 18.4981 19.5535
H 15.2225 18.9490 18.4257
H 15.8697 17.5634 19.4440
H 16.4391 19.1697 21.2056
H 14.7562 19.5153 20.6296
H 14.5297 20.8186 18.5381
H 15.3016 22.3922 18.6609
H 13.9838 21.7987 19.7921
H 17.0946 21.5023 21.8488
H 15.3064 21.2602 22.0942
H 15.9187 22.8439 21.4000
H 17.6010 21.3174 16.4768
H 17.3213 19.6257 16.2414
H 16.1507 20.5887 17.0297
H 18.3081 22.8521 18.9850
C 16.5186 10.2097 8.6505
C 16.8910 11.4002 9.5084
C 16.2046 11.2648 10.8353
C 16.7014 12.2174 11.9105
C 18.1777 12.1148 12.0498
C 18.9131 12.1879 10.8250
N 18.3019 11.3048 9.8400
O 19.0702 11.3230 8.6528
C 18.9721 13.6333 10.2522
C 20.3615 11.7823 11.1929
C 16.4781 12.7139 8.8215
H 17.0372 10.3504 7.6971
H 15.4360 10.1702 8.5449
H 16.7764 9.2982 9.1928
H 15.1098 11.1771 10.7354
H 16.5697 10.3024 11.2008
H 16.2407 11.8454 12.8126
H 16.3645 13.2489 11.6367
H 18.3791 11.0646 12.4088
H 18.6313 12.7882 12.7667
H 17.9848 14.0739 10.3166
H 19.6807 14.2414 10.7996
H 19.2918 13.7356 9.2511
H 20.4879 12.0392 12.2801
H 20.4885 10.7411 11.0294
H 21.0677 12.4332 10.6384
H 15.5144 12.6113 8.2551
H 17.1782 13.0853 8.0633
H 16.4830 13.5210 9.4955
H 19.1107 12.2518 8.3523